<a>
{"formula": "C4H8ClN", "method": "ωB97M-V with the def2-TZVPD basis set", "smiles": "C[C@@]1(CCl)CN1", "charge": 0, "mol_weight_g_mol": 105.57, "homo_ha": -0.3467, "e_lumo_ev": 0.92, "species": ["C", "C", "C", "C", "H", "H", "H", "H", "H", "H", "H", "H", "N", "Cl"], "positions_angstrom": [[0.11, 0.16, 1.51], [0.02, 0.05, -0.01], [-0.81, 1.12, -0.75], [0.99, -0.82, -0.74], [0.61, 1.12, 1.74], [-0.89, 0.09, 1.94], [0.80, -0.59, 2.00], [-0.24, 2.02, -0.87], [-1.78, 1.30, -0.21], [1.35, -0.54, -1.78], [1.78, -1.31, -0.13], [-0.41, -1.92, 0.26], [-0.41, -1.25, -0.51], [-1.12, 0.57, -2.45]]}


<b>
{"formula": "C4H8ClN", "method": "ωB97M-V with the def2-TZVPD basis set", "smiles": "ClCCN1CC1", "charge": 0, "mol_weight_g_mol": 105.57, "homo_ha": -0.3456, "e_lumo_ev": 1.11, "species": ["C", "C", "C", "C", "H", "H", "H", "H", "H", "H", "H", "H", "N", "Cl"], "positions_angstrom": [[0.05, -1.41, 1.16], [-0.15, 0.10, 1.00], [-0.34, 1.51, -1.05], [0.18, 0.14, -1.54], [0.68, -1.70, 0.26], [-0.89, -1.99, 1.09], [-0.95, 0.45, 1.66], [0.75, 0.67, 1.26], [-1.12, 1.98, -1.61], [0.51, 2.15, -0.77], [-0.27, -0.41, -2.31], [1.31, 0.01, -1.51], [-0.64, 0.29, -0.33], [0.89, -1.78, 2.67]]}


<c>
{"formula": "C4H8ClN", "method": "ωB97M-V with the def2-TZVPD basis set", "charge": 0, "mol_weight_g_mol": 105.57, "homo_ha": -0.3348, "e_lumo_ev": 0.83, "species": ["C", "C", "C", "C", "N", "Cl", "H", "H", "H", "H", "H", "H", "H", "H"], "positions_angstrom": [[1.46, -0.60, -0.01], [-1.28, -0.82, 0.39], [-0.47, 1.40, -0.41], [-0.27, 0.30, 0.58], [1.48, -1.74, -0.41], [2.66, 0.55, 0.34], [-1.26, -0.88, -0.70], [-1.03, -1.63, 0.97], [-2.28, -0.50, 0.68], [-0.93, 2.32, -0.15], [-1.06, 1.11, -1.39], [0.53, 1.74, -0.68], [0.02, 0.65, 1.57], [2.45, -1.89, -0.78]]}


Preferred: <a>; penalty for the next structure: 6.3 kcal/mol.


<a>
{"formula": "C8H13N4", "method": "ωB97M-V with the def2-TZVPD basis set", "charge": 1, "mol_weight_g_mol": 165.22, "homo_ha": -0.5274, "e_lumo_ev": -4.16, "species": ["C", "C", "C", "C", "C", "C", "C", "C", "N", "N", "N", "N", "H", "H", "H", "H", "H", "H", "H", "H", "H", "H", "H", "H", "H"], "positions_angstrom": [[0.35, -1.06, -0.33], [1.90, -0.20, 0.49], [0.26, 0.85, -0.73], [-1.88, 0.23, 0.26], [0.14, -2.37, -1.00], [3.00, 0.58, 0.88], [0.16, 2.25, -0.71], [-2.73, -0.99, 0.49], [1.26, 0.00, -0.87], [1.12, -1.06, 0.88], [-0.66, -0.05, -0.44], [-2.14, 1.46, 0.46], [-0.33, -2.03, -1.99], [-0.44, -2.93, -0.33], [1.12, -2.66, -1.20], [3.18, 0.56, 1.95], [2.81, 1.54, 0.62], [3.89, 0.08, 0.57], [-0.80, 2.65, -0.94], [0.98, 2.67, -1.31], [0.18, 2.53, 0.31], [-2.16, -1.37, 1.38], [-2.63, -1.69, -0.26], [-3.69, -0.66, 0.84], [-2.92, 1.70, 0.98]]}


<b>
{"formula": "C8H13N4", "method": "ωB97M-V with the def2-TZVPD basis set", "charge": 1, "mol_weight_g_mol": 165.22, "homo_ha": [-0.4673, -0.4676], "e_lumo_ev": [-6.12, -6.17], "species": ["C", "C", "C", "C", "C", "C", "C", "C", "N", "N", "N", "N", "H", "H", "H", "H", "H", "H", "H", "H", "H", "H", "H", "H", "H"], "positions_angstrom": [[-4.98, 0.54, -0.20], [-3.68, 0.42, -0.01], [-1.41, -0.18, 0.19], [-0.12, 1.88, 0.55], [0.26, 0.46, -1.57], [1.13, -0.16, 0.78], [-0.81, -2.60, 0.26], [0.04, 0.48, -0.04], [-6.11, 0.62, -0.38], [-2.94, -1.87, 0.16], [-2.44, 0.69, 0.07], [-1.77, -1.55, 0.14], [0.95, 2.21, 0.37], [-0.66, 2.62, -0.08], [-0.24, 2.00, 1.61], [0.05, -0.39, -2.08], [-0.19, 1.24, -2.18], [1.26, 0.79, -1.63], [1.25, -1.16, 0.50], [2.13, 0.31, 0.52], [0.99, -0.06, 1.84], [-0.08, -2.82, 1.13], [-1.47, -3.44, 0.13], [-0.42, -2.52, -0.74], [-1.96, 1.77, 0.01]]}


Preferred: <a>; penalty for the next structure: 123.3 kcal/mol.


<a>
{"formula": "C7H12", "method": "ωB97M-V with the def2-TZVPD basis set", "s_squared": 0.8429, "spin_multiplicity": 2, "charge": 1, "mol_weight_g_mol": 96.17, "homo_ha": [-0.4847, -0.5430], "e_lumo_ev": [-6.77, -6.61], "species": ["C", "C", "C", "C", "C", "C", "C", "H", "H", "H", "H", "H", "H", "H", "H", "H", "H", "H", "H"], "positions_angstrom": [[-2.45, -0.74, -0.60], [-1.14, 0.02, -0.78], [0.11, -0.68, -0.31], [0.62, -0.68, 1.01], [0.84, 0.55, 1.86], [1.80, 0.91, -1.09], [1.47, -0.39, -0.76], [-3.04, -0.40, 0.25], [-3.04, -0.64, -1.49], [-2.34, -1.83, -0.50], [-0.94, 0.28, -1.83], [-1.15, 1.00, -0.28], [0.55, -1.61, 1.58], [0.01, 0.78, 2.55], [1.71, 0.52, 2.52], [1.02, 1.45, 1.27], [1.07, 1.61, -1.48], [2.86, 1.17, -1.05], [2.04, -1.32, -0.86]]}


<b>
{"formula": "C7H12", "method": "ωB97M-V with the def2-TZVPD basis set", "s_squared": 0.7784, "spin_multiplicity": 2, "charge": 1, "mol_weight_g_mol": 96.17, "homo_ha": [-0.5367, -0.5644], "e_lumo_ev": [-5.20, -7.59], "species": ["C", "C", "C", "C", "C", "C", "C", "H", "H", "H", "H", "H", "H", "H", "H", "H", "H", "H", "H"], "positions_angstrom": [[-1.51, 1.29, 1.73], [-1.13, 1.45, 0.34], [0.20, 0.79, 0.00], [1.34, 1.67, -0.19], [0.81, -2.83, -1.04], [1.16, -1.40, -0.72], [0.12, -0.63, -0.43], [-0.83, 1.94, 2.38], [-1.74, 0.25, 2.05], [-2.58, 1.79, 1.82], [-1.91, 0.89, -0.44], [-1.12, 2.54, 0.10], [1.32, 2.67, -0.24], [2.38, 1.30, -0.34], [1.33, -3.57, -0.30], [-0.24, -3.02, -1.23], [1.07, -2.95, -2.04], [2.15, -1.15, -0.91], [-0.84, -1.02, -0.54]]}


Preferred: <b>; penalty for the next structure: 31.0 kcal/mol.


<a>
{"formula": "C5H6NO", "method": "ωB97M-V with the def2-TZVPD basis set", "smiles": "C1=CC2=[N+](C1)OC2", "charge": 1, "mol_weight_g_mol": 96.11, "homo_ha": -0.5530, "e_lumo_ev": -5.31, "species": ["C", "C", "C", "C", "C", "N", "O", "H", "H", "H", "H", "H", "H"], "positions_angstrom": [[0.91, -0.85, -0.05], [0.16, 0.14, -0.77], [-0.49, 0.39, 1.37], [-0.60, 0.50, -2.11], [0.66, -0.52, 1.25], [-0.63, 0.81, 0.03], [-1.42, 1.27, -1.12], [1.65, -1.61, -0.40], [-1.42, -0.08, 1.69], [-0.49, 1.17, 2.00], [-0.08, 1.05, -2.94], [-0.98, -0.39, -2.59], [1.26, -1.05, 2.02]]}


<b>
{"formula": "C5H6NO", "method": "ωB97M-V with the def2-TZVPD basis set", "charge": 1, "mol_weight_g_mol": 96.11, "homo_ha": [-0.4929, -0.4929], "e_lumo_ev": [-6.40, -6.40], "species": ["C", "C", "C", "C", "C", "N", "O", "H", "H", "H", "H", "H", "H"], "positions_angstrom": [[0.32, 2.02, -0.02], [0.87, 0.93, -0.03], [1.63, -0.38, -0.36], [-0.95, -0.85, 0.02], [0.42, -0.51, 0.47], [-1.96, 0.10, 0.37], [-3.04, -0.04, -0.03], [-0.11, 3.03, 0.20], [1.61, -0.59, -1.42], [2.72, -0.33, 0.00], [-0.86, -0.86, -1.05], [-1.37, -1.94, 0.30], [0.72, -0.58, 1.55]]}


Preferred: <a>; penalty for the next structure: 47.3 kcal/mol.


<a>
{"formula": "C6H11NS", "method": "ωB97M-V with the def2-TZVPD basis set", "charge": 0, "mol_weight_g_mol": 129.23, "homo_ha": -0.3257, "e_lumo_ev": 0.72, "species": ["C", "C", "C", "C", "C", "C", "H", "H", "H", "H", "H", "H", "H", "H", "H", "H", "H", "N", "S"], "positions_angstrom": [[-2.06, 1.32, -0.35], [-1.28, 0.12, -0.11], [-2.21, -1.15, -0.20], [0.19, 0.25, -0.47], [1.06, 1.18, 0.41], [0.97, -0.99, -0.43], [-1.84, 2.16, 0.50], [-1.48, 1.72, -1.40], [-3.28, 0.95, -0.36], [-3.30, -1.13, -0.46], [-1.55, -1.90, -0.53], [-0.78, -1.00, 1.52], [0.40, 0.50, -1.45], [0.86, 1.09, 1.53], [1.04, 2.33, 0.04], [0.75, -1.99, 0.16], [1.12, -1.30, -1.47], [-1.68, -0.55, 1.10], [2.49, -0.12, 0.07]]}


<b>
{"formula": "C6H11NS", "method": "ωB97M-V with the def2-TZVPD basis set", "charge": 0, "mol_weight_g_mol": 129.23, "homo_ha": -0.3167, "e_lumo_ev": 0.92, "species": ["C", "C", "C", "C", "C", "C", "H", "H", "H", "H", "H", "H", "H", "H", "H", "H", "H", "N", "S"], "positions_angstrom": [[1.76, -1.32, -0.23], [0.62, 0.84, 0.54], [-0.46, 0.06, 1.24], [-1.06, -0.59, -0.02], [-0.22, 0.12, -1.07], [-0.16, 1.55, -0.56], [1.09, -1.82, 0.46], [2.68, -1.12, 0.33], [1.91, -1.95, -1.12], [1.37, 1.30, 1.20], [-1.13, 0.71, 1.80], [-0.15, -0.73, 1.93], [-0.86, -1.67, -0.07], [-2.87, 0.90, -0.10], [-0.28, -0.08, -2.15], [0.53, 2.22, -1.11], [-1.12, 2.02, -0.29], [1.20, 0.00, -0.55], [-2.87, -0.44, -0.23]]}


Preferred: <b>; penalty for the next structure: 70.0 kcal/mol.


<a>
{"formula": "C6H11NS", "method": "ωB97M-V with the def2-TZVPD basis set", "smiles": "C[C@]1(C2CSC2)CN1", "charge": 0, "mol_weight_g_mol": 129.23, "homo_ha": -0.3203, "e_lumo_ev": 0.72, "species": ["C", "C", "C", "C", "C", "C", "H", "H", "H", "H", "H", "H", "H", "H", "H", "H", "H", "N", "S"], "positions_angstrom": [[-1.47, 1.42, -0.09], [-0.74, 0.08, 0.12], [-1.57, -1.16, -0.23], [0.66, 0.10, -0.36], [1.74, 1.00, 0.34], [1.57, -1.17, -0.20], [-1.28, 2.12, 0.80], [-1.15, 1.66, -1.14], [-2.65, 1.18, -0.15], [-2.59, -1.19, -0.71], [-1.09, -2.09, -0.45], [-0.45, -1.19, 1.57], [0.54, 0.29, -1.42], [1.46, 1.11, 1.33], [1.91, 2.00, -0.15], [1.33, -1.84, 0.51], [1.88, -1.59, -1.19], [-1.28, -0.65, 1.20], [3.17, -0.08, 0.23]]}


<b>
{"formula": "C6H11NS", "method": "ωB97M-V with the def2-TZVPD basis set", "smiles": "S[C@H]1CC[C@H]2CN[C@H]21", "charge": 0, "mol_weight_g_mol": 129.23, "homo_ha": -0.3187, "e_lumo_ev": 0.94, "species": ["C", "C", "C", "C", "C", "C", "H", "H", "H", "H", "H", "H", "H", "H", "H", "H", "H", "N", "S"], "positions_angstrom": [[1.35, 0.27, 0.64], [0.82, 1.55, -0.09], [-0.60, 1.29, -0.57], [-1.13, 0.14, 0.28], [-1.46, -1.21, -0.40], [0.13, -0.61, 0.78], [1.96, -0.85, -1.35], [1.77, 0.48, 1.59], [1.57, 1.91, -0.81], [0.82, 2.24, 0.72], [-1.21, 2.17, -0.38], [-0.57, 0.99, -1.64], [-1.94, 0.34, 1.02], [-1.89, -1.24, -1.39], [-2.20, -1.69, 0.27], [0.03, -2.57, 0.02], [-0.06, -1.02, 1.78], [-0.06, -1.57, -0.22], [2.67, -0.64, -0.25]]}


<c>
{"formula": "C6H11NS", "method": "ωB97M-V with the def2-TZVPD basis set", "smiles": "C[C@]1(S)CC=C[C@@H]1N", "charge": 0, "mol_weight_g_mol": 129.23, "homo_ha": -0.3301, "e_lumo_ev": 0.83, "species": ["C", "C", "C", "C", "C", "C", "H", "H", "H", "H", "H", "H", "H", "H", "H", "H", "H", "N", "S"], "positions_angstrom": [[-1.32, 1.29, 0.73], [-0.66, 0.01, 0.06], [0.02, -1.08, 1.10], [1.08, -1.66, 0.25], [1.30, -0.94, -0.79], [0.45, 0.23, -0.88], [-0.78, 1.98, 1.37], [-2.17, 1.02, 1.36], [-1.56, 1.95, -0.07], [-2.93, -0.65, -0.01], [-0.71, -1.83, 1.41], [0.53, -0.69, 1.95], [1.74, -2.56, 0.40], [2.00, -1.22, -1.60], [-0.03, 0.30, -1.95], [1.31, 2.24, -1.44], [2.39, 0.99, -0.39], [1.31, 1.39, -0.52], [-1.94, -0.77, -0.98]]}


Preferred: <b>; penalty for the next structure: 31.6 kcal/mol.